# 1
C32H60N3O18P4 | ωB97M-V/def2-TZVPD

```
! wB97M-V def2-TZVPD RIJCOSX def2/J DEFGRID3
* xyz 1 1
C -3.113 -2.816 -1.312
C -3.896 -1.688 -1.087
C -3.428 -0.270 -1.286
C -1.928 -0.169 -1.333
C -1.316 -0.373 -2.542
N 0.018 -0.350 -2.669
C 0.847 -0.114 -1.631
C 2.315 -0.146 -1.939
C 2.948 1.245 -2.135
C 4.444 1.274 -1.811
N 5.307 2.148 -2.547
O 4.902 0.607 -0.927
C 0.267 0.100 -0.403
C -1.112 0.077 -0.223
C -1.620 0.290 1.175
C -2.629 1.455 1.348
C -2.161 2.531 2.332
O -2.739 3.580 2.371
N -1.057 2.276 3.208
C 0.207 2.494 2.598
C 1.348 2.079 3.284
C 2.587 2.237 2.690
C 2.704 2.807 1.432
C 1.584 3.252 0.759
C 0.340 3.092 1.357
H -3.202 -3.384 -2.235
H -2.435 -3.207 -0.552
H -4.931 -1.841 -0.779
H -3.811 -0.009 -2.278
H -3.899 0.425 -0.595
H -1.937 -0.586 -3.400
H 0.394 -0.523 -3.591
H 2.826 -0.719 -1.166
H 2.476 -0.709 -2.861
H 2.887 1.490 -3.198
H 2.418 2.027 -1.593
H 5.056 3.119 -2.403
H 5.339 1.928 -3.534
H 0.936 0.287 0.428
H -2.028 -0.652 1.546
H -0.751 0.524 1.778
H -3.556 1.045 1.755
H -2.912 1.941 0.419
H -1.107 1.366 3.650
H 1.287 1.632 4.266
H 3.457 1.880 3.223
H 3.677 2.924 0.970
H 1.625 3.707 -0.220
H -0.517 3.454 0.800
C 9.298 4.482 -2.076
O 8.030 3.924 -1.717
P 7.893 3.384 -0.175
O 8.667 4.427 0.551
O 8.725 2.019 -0.411
C 8.434 1.165 -1.530
O 7.034 2.749 1.064
C 7.006 3.436 2.316
H 9.344 4.469 -3.165
H 9.369 5.509 -1.729
H 10.117 3.891 -1.671
H 9.215 1.286 -2.282
H 7.470 1.387 -1.981
H 8.433 0.135 -1.181
H 6.741 4.484 2.200
H 7.975 3.345 2.799
H 6.248 2.945 2.927
C 3.343 -1.390 1.913
O 2.156 -2.175 1.846
P 1.624 -2.889 3.277
O 2.015 -1.667 4.074
O 2.770 -4.022 3.295
C 2.906 -4.941 2.193
O 0.765 -3.575 4.507
C 0.381 -2.797 5.636
H 3.715 -1.309 0.890
H 3.113 -0.392 2.279
H 4.104 -1.851 2.539
H 3.772 -4.655 1.598
H 2.025 -4.955 1.554
H 3.066 -5.937 2.598
H -0.114 -1.873 5.344
H 1.259 -2.578 6.237
H -0.316 -3.405 6.211
C -2.204 -6.985 1.676
O -3.436 -7.566 1.256
P -4.776 -6.677 1.520
O -4.382 -5.281 1.222
O -4.795 -7.003 3.112
C -4.564 -8.338 3.591
O -6.389 -6.691 1.472
C -7.090 -5.586 0.893
H -1.486 -7.800 1.751
H -1.851 -6.269 0.936
H -2.307 -6.502 2.647
H -3.559 -8.401 4.009
H -4.666 -9.083 2.805
H -5.288 -8.547 4.375
H -6.712 -5.338 -0.096
H -7.013 -4.726 1.555
H -8.133 -5.883 0.808
C -8.023 5.671 -4.966
O -6.591 5.580 -4.981
P -5.974 4.099 -4.809
O -6.842 3.197 -5.590
O -6.237 4.005 -3.209
C -5.964 5.132 -2.360
O -4.554 3.323 -4.686
C -4.317 2.197 -5.531
H -8.262 6.710 -4.748
H -8.427 5.408 -5.939
H -8.449 5.031 -4.195
H -6.905 5.600 -2.072
H -5.336 5.875 -2.847
H -5.460 4.772 -1.465
H -4.510 2.425 -6.576
H -4.931 1.359 -5.206
H -3.264 1.932 -5.423
*
```

## Properties
LUMO in eV: -4.059
DFT total energy in Eh: -4138.96487
HOMO-LUMO gap in eV: 6.242
F_max in hartree/bohr: 0.17408
HOMO level in eV: -10.3
Molar mass in g mol⁻¹: 898.73

Löwdin atomic charge list, values in e, 99 entries: C 0.0058; C -0.1108; C -0.1330; C -0.1511; C 0.0207; N 0.1566; C -0.1659; C -0.0885; C -0.0793; C -0.4712; N 0.1116; O 0.1247; C 0.0817; C -0.0935; C -0.0933; C -0.0672; C -0.4424; O 0.1447; N 0.1008; C -0.2662; C -0.0069; C -0.0776; C -0.0940; C -0.0941; C -0.0375; H 0.0614; H 0.0644; H 0.1114; H 0.1307; H 0.1032; H 0.1532; H 0.1801; H 0.1133; H 0.1284; H 0.1162; H 0.1030; H 0.1004; H 0.1015; H 0.1350; H 0.1418; H 0.0869; H 0.1322; H 0.1169; H 0.1375; H 0.1239; H 0.1116; H 0.0983; H 0.1025; H 0.1192; C -0.1046; O -0.2941; P 0.5382; O -0.2597; O -0.2259; C -0.1007; O -0.2489; C -0.1093; H 0.0908; H 0.0876; H 0.0917; H 0.0874; H 0.0390; H 0.0893; H 0.0867; H 0.0950; H 0.0790; C -0.1154; O -0.3245; P 0.6426; O -0.2950; O -0.2231; C -0.0852; O -0.2437; C -0.1114; H 0.0741; H 0.0592; H 0.0986; H 0.0905; H 0.0798; H 0.0913; H 0.0807; H 0.0962; H 0.0926; C -0.1114; O -0.2694; P 0.5161; O -0.2627; O -0.2464; C -0.0972; O -0.2183; C -0.0980; H 0.0953; H 0.0793; H 0.0902; H 0.0853; H 0.0853; H 0.0903; H 0.0833; H 0.0918


# 2
C41H19F15GeN5RuS3 | ωB97M-V/def2-TZVPD

```
! wB97M-V def2-TZVPD RIJCOSX def2/J DEFGRID3
* xyz 0 2
Ru -0.175 1.990 0.677
N 2.737 -0.675 2.568
C 2.096 0.355 1.957
S 0.768 1.091 2.810
N 2.491 0.735 0.777
N 1.759 1.732 0.271
C 2.203 2.396 -0.777
C 3.370 1.967 -1.568
C 4.588 1.600 -0.993
C 5.618 1.116 -1.782
C 5.451 0.993 -3.154
C 4.246 1.358 -3.736
C 3.214 1.843 -2.952
C 1.416 3.555 -1.124
C 1.862 4.559 -1.991
C 1.072 5.660 -2.225
C -0.160 5.769 -1.583
C -0.526 4.773 -0.704
N 0.233 3.705 -0.472
H 2.580 -0.756 3.559
H 3.679 -0.859 2.253
H 4.727 1.709 0.071
H 6.553 0.820 -1.325
H 6.252 0.601 -3.766
H 4.102 1.245 -4.803
H 2.256 2.082 -3.399
H 2.831 4.450 -2.457
H 1.406 6.446 -2.889
H -0.815 6.610 -1.759
H -1.467 4.824 -0.170
C -2.180 2.578 3.052
C -2.935 2.545 1.761
C -4.323 2.765 1.772
C -5.006 2.846 0.596
C -4.327 2.637 -0.619
C -4.987 2.740 -1.857
C -4.315 2.466 -3.018
C -2.984 2.045 -2.971
C -2.288 1.942 -1.776
S -0.673 1.305 -1.826
C -2.947 2.297 -0.563
N -2.267 2.318 0.630
H -2.761 3.073 3.828
H -1.236 3.113 2.929
H -1.953 1.560 3.377
H -4.824 2.896 2.720
H -6.066 3.070 0.579
H -6.031 3.028 -1.870
H -4.818 2.552 -3.973
H -2.465 1.780 -3.883
F -0.398 -5.337 1.547
C -0.829 -4.683 2.638
C -0.789 -3.300 2.648
C -1.222 -2.666 3.799
F -1.222 -1.335 3.874
C -1.672 -3.375 4.900
F -2.077 -2.738 6.001
C -1.702 -4.757 4.855
F -2.134 -5.448 5.904
C -1.278 -5.422 3.715
F -1.308 -6.755 3.675
Ge -0.251 -2.356 0.973
S -1.063 -0.386 0.594
C -1.289 -3.317 -0.435
C -2.671 -3.229 -0.331
F -3.209 -2.782 0.812
C -3.521 -3.586 -1.358
F -4.844 -3.470 -1.230
C -2.980 -4.067 -2.539
F -3.779 -4.413 -3.544
C -1.610 -4.201 -2.667
F -1.094 -4.687 -3.797
C -0.787 -3.828 -1.618
F 0.532 -4.003 -1.769
C 1.689 -2.629 0.656
C 2.244 -2.057 -0.477
F 1.473 -1.316 -1.276
C 3.574 -2.230 -0.815
F 4.080 -1.684 -1.919
C 4.383 -2.988 0.016
F 5.664 -3.170 -0.288
C 3.863 -3.548 1.172
F 4.655 -4.255 1.982
C 2.528 -3.355 1.479
F 2.064 -3.879 2.620
*
```

## Properties
LUMO (spin up / spin down) in eV: -1.018 / -1.430
<S²>: 0.76
DFT total energy in Eh: -6711.94353
Energy relative to the best compared isomer or geometry (same formula, charge and spin) in kJ/mol: 207.0
HOMO-LUMO gap (spin up / spin down) in eV: 6.045 / 5.621
F_max in hartree/bohr: 0.06559
HOMO level (spin up / spin down) in eV: -7.1 / -7.1
Molar mass in g mol⁻¹: 1136.49

Okay, here come the Löwdin numbers, in e, for every atom: Ru 0.8500; N 0.1044; C -0.8429; S 0.6196; N 0.0210; N -0.1437; C -0.2032; C -0.1746; C -0.0334; C -0.0797; C -0.0852; C -0.0709; C -0.0368; C -0.2463; C 0.0077; C -0.0386; C -0.0385; C -0.1106; N -0.0645; H 0.0974; H 0.1121; H 0.1065; H 0.1064; H 0.1056; H 0.1064; H 0.1135; H 0.1212; H 0.1142; H 0.1099; H 0.1178; C -0.0696; C -0.3066; C -0.0099; C 0.0077; C -0.1578; C -0.0477; C -0.0778; C -0.1161; C -0.6000; S 0.6862; C -0.2386; N -0.0600; H 0.0844; H 0.0402; H 0.0582; H 0.1159; H 0.1225; H 0.1106; H 0.1067; H 0.0994; F 0.0966; C -0.2332; C -0.1232; C -0.2267; F 0.0608; C -0.1373; F 0.1217; C -0.1320; F 0.1351; C -0.1376; F 0.1254; Ge 0.7411; S 0.2850; C -0.1401; C -0.2474; F 0.0753; C -0.1376; F 0.1235; C -0.1324; F 0.1328; C -0.1375; F 0.1226; C -0.2077; F 0.1027; C -0.1423; C -0.2656; F 0.0706; C -0.1375; F 0.1300; C -0.1333; F 0.1338; C -0.1523; F 0.1197; C -0.2472; F 0.1012